This record from the OMol25 dataset describes 2 unconnected molecules or ions with the total composition C3H10NOS in a non-equilibrium geometry. The level of theory is ωB97M-V/def2-TZVPD.

**ΔE to the lowest compared entry with this formula, charge and spin**: 33.25 kcal/mol
**Energy**: -648.38140 Ha
**Spin multiplicity**: 2

Last column: Mulliken charge in e.
Geometry (Å):
S: -1.6626 -0.5178 -0.1830  -0.140
O: -0.9169 -3.8013 1.2801  -0.616
N: 2.0457 2.9741 -0.8382  -0.581
C: -0.2914 0.2930 0.7535  -0.609
C: 1.3203 1.6322 -1.0980  -0.458
C: 1.0283 0.4791 0.0123  -0.519
H: -0.0213 -0.3144 1.5876  0.338
H: 1.5658 3.6247 -0.3215  0.215
H: 2.7968 2.8538 -0.2217  0.220
H: 1.8203 0.3638 0.8088  0.319
H: -0.0716 -3.7327 0.8362  0.308
H: 0.3691 1.9933 -1.3982  0.351
H: 1.1228 -0.4223 -0.5708  0.283
H: -1.5613 -3.2582 0.8355  0.307
H: -0.6261 1.3405 0.9135  0.346
H: 1.8787 1.0027 -1.9212  0.237